ORCA calculation (ωB97M-V/def2-TZVPD) on a molecular structure, C21H35INSb2SiV.

```
62
Properties=species:S:1:pos:R:3:forces:R:3:nbo_charge:R:1
V -0.659 0.625 0.372 0.401 -0.603 -0.268 0.80
C 3.468 1.537 -0.920 0.100 -0.011 -0.046 -0.98
Sb 2.408 0.006 0.128 -0.358 0.364 -0.043 1.06
C 3.397 -1.648 -0.752 -0.030 -0.129 -0.025 -0.97
C 3.600 0.141 1.911 0.097 -0.076 0.103 -0.73
C 3.424 -1.039 2.822 -0.038 0.019 -0.070 -0.05
C 4.247 -2.151 2.634 -0.008 -0.031 -0.003 -0.20
C 4.119 -3.289 3.410 0.003 -0.007 0.007 -0.20
C 3.157 -3.330 4.408 -0.019 0.019 0.003 -0.20
C 2.347 -2.227 4.617 0.027 -0.011 0.004 -0.19
C 2.459 -1.075 3.838 -0.002 0.045 0.050 -0.06
C 1.546 0.079 4.135 0.153 0.012 0.025 -0.74
Sb -0.280 0.019 3.005 -0.231 -0.186 0.302 1.10
C -1.586 0.689 4.540 -0.017 -0.012 0.109 -0.97
C -0.717 -2.054 3.206 0.000 -0.020 0.024 -0.97
H 4.530 1.295 -0.904 0.001 0.011 -0.003 0.24
H 3.319 2.498 -0.430 -0.019 0.013 -0.006 0.23
H 3.145 1.607 -1.959 -0.022 -0.005 0.013 0.23
H 4.470 -1.467 -0.711 0.003 -0.018 -0.019 0.24
H 3.084 -1.753 -1.790 0.003 0.006 -0.004 0.24
H 3.160 -2.565 -0.216 0.000 0.006 0.012 0.25
H 3.388 1.096 2.389 -0.029 -0.010 -0.001 0.23
H 4.625 0.177 1.539 0.005 0.033 0.028 0.24
H 5.014 -2.112 1.869 -0.004 0.004 -0.002 0.21
H 4.776 -4.133 3.247 -0.002 -0.001 -0.009 0.23
H 3.048 -4.207 5.032 0.011 -0.003 0.000 0.23
H 1.616 -2.248 5.417 0.000 0.000 0.004 0.21
H 2.018 1.046 3.968 0.007 -0.006 -0.007 0.23
H 1.232 0.047 5.178 -0.006 -0.007 -0.001 0.25
H -1.432 0.054 5.411 -0.021 0.005 0.017 0.24
H -2.617 0.598 4.202 -0.005 -0.020 0.004 0.24
H -1.386 1.726 4.800 0.029 -0.031 0.008 0.24
H -0.740 -2.315 4.263 0.006 -0.018 -0.005 0.24
H 0.030 -2.663 2.701 0.013 0.013 -0.006 0.24
H -1.694 -2.243 2.764 -0.002 0.004 -0.005 0.24
I -2.530 3.183 2.238 -0.125 0.019 0.011 0.30
C -1.129 3.683 0.801 0.230 0.159 -0.156 0.08
C -0.886 5.031 0.563 -0.084 -0.061 0.050 -0.26
C 0.020 5.391 -0.416 0.025 0.051 -0.025 -0.12
C 0.649 4.396 -1.149 -0.038 -0.081 -0.004 -0.23
C 0.359 3.085 -0.843 -0.038 0.143 -0.056 0.05
N -0.496 2.714 0.130 0.041 0.376 -0.109 -0.58
H -1.412 5.775 1.142 0.004 0.010 -0.010 0.25
H 0.219 6.436 -0.611 0.005 -0.004 -0.008 0.24
H 1.345 4.619 -1.944 -0.001 0.030 0.010 0.24
H 0.813 2.279 -1.404 0.062 -0.049 0.014 0.21
C -1.200 -2.671 -0.392 0.116 -0.075 0.024 -1.09
Si -2.326 -1.321 -1.054 -0.040 -0.006 -0.016 1.60
C -3.809 -2.067 -1.892 -0.045 -0.039 -0.099 -1.11
C -1.284 -0.341 -2.308 0.058 0.093 -0.063 -1.09
C -2.642 -0.066 0.260 -0.168 0.047 0.177 -1.48
H -0.860 -3.339 -1.188 -0.017 0.006 -0.007 0.25
H -1.701 -3.285 0.360 -0.013 0.012 0.005 0.25
H -0.296 -2.263 0.082 -0.011 0.012 0.007 0.21
H -3.534 -2.801 -2.652 0.013 0.005 0.001 0.24
H -4.414 -1.295 -2.372 -0.007 -0.002 0.010 0.25
H -4.439 -2.568 -1.154 -0.004 -0.003 -0.005 0.25
H -1.015 -0.936 -3.183 -0.012 -0.018 0.012 0.26
H -0.305 -0.001 -1.916 -0.014 0.020 0.037 0.18
H -1.818 0.545 -2.664 -0.013 -0.017 -0.008 0.24
H -3.137 -0.454 1.156 0.009 -0.012 -0.005 0.23
H -3.302 0.702 -0.165 0.023 0.036 0.025 0.24
```
Positions in Å, forces in eV/Å.

The calculation puts the total energy at -78569.654 eV. The net charge is +1. The HOMO energy (alpha / beta) comes out at -10.408 / -10.831 eV. The lowest unoccupied orbital energy (alpha / beta) comes out at -2.818 / -3.019 eV. As for the orbital gap (alpha / beta): 7.6 / 7.8 eV. As for the spin multiplicity: 4.